1.
This record from the Open Molecules 2025 dataset describes C35H35BCl5CrN7OTe as an isolated structure. The level of theory is wB97M-V/def2-TZVPD.

Cartesian coordinates (Å):
1 H 1.727 -6.441 2.902
2 H 1.717 -2.882 4.846
3 C -1.415 4.408 -0.218
4 N 0.363 -1.782 -0.157
5 H 0.123 0.090 5.502
6 C 0.158 0.445 4.481
7 H 0.590 -2.277 6.073
8 N -0.244 0.631 2.266
9 H -2.324 2.651 -1.255
10 C 2.331 -6.050 2.078
11 H -0.423 -2.025 -2.737
12 H 7.097 -3.174 2.974
13 C 0.883 1.504 3.977
14 H -0.958 -6.390 1.479
15 C -0.330 4.382 0.636
16 B 1.241 2.582 1.629
17 H 3.089 -6.793 1.821
18 C 0.927 -2.525 -1.124
19 Te 0.349 -3.458 1.630
20 C -0.232 -3.821 4.798
21 C 4.337 -2.416 3.192
22 C -3.548 0.229 -3.103
23 H -2.588 -6.674 2.106
24 C 5.006 -3.631 3.253
25 C -4.633 -0.275 -2.402
26 H 1.018 -2.972 -3.203
27 H -1.206 -0.908 3.305
28 H 6.796 -4.727 3.762
29 N 0.628 1.595 2.656
30 Cl -2.988 -1.301 1.091
31 C 6.452 -3.694 3.689
32 H 1.789 3.496 2.202
33 H 2.877 -0.580 -1.240
34 H 1.677 -5.922 1.219
35 C 0.671 -2.629 5.040
36 C -2.285 -6.212 6.963
37 H 1.562 2.198 4.457
38 C -0.526 -0.066 3.361
39 C -2.300 0.303 -2.476
40 C 2.354 -0.954 2.880
41 H 4.857 -1.504 3.486
42 C -2.053 -0.134 -1.168
43 C -1.402 -5.369 3.341
44 H -3.371 -6.285 6.860
45 C -1.956 -5.971 4.473
46 H 3.079 -0.165 2.662
47 H 6.593 -3.217 4.663
48 C -1.573 3.073 -0.608
49 C 2.986 -4.736 2.461
50 H 1.148 -1.232 -2.851
51 C 4.310 -4.778 2.901
52 C 4.064 1.082 -0.299
53 Cl -5.797 -1.308 -0.193
54 Cl -3.763 0.781 -4.729
55 O 1.666 -3.529 -0.930
56 H -2.180 -5.148 1.322
57 N 0.102 3.120 0.730
58 H -1.900 -7.230 7.077
59 H 5.080 0.952 -0.642
60 H 1.517 -0.848 2.206
61 C -0.812 -4.451 5.903
62 H -2.640 -6.810 4.341
63 H 0.158 5.171 1.194
64 H 4.812 -5.745 2.956
65 C -1.804 -5.924 1.986
66 C 3.575 2.044 0.568
67 C -1.669 -5.532 5.761
68 C 2.331 -3.488 2.396
69 C 3.008 -2.317 2.783
70 C -4.446 -0.723 -1.103
71 H 0.410 -1.806 4.368
72 N 2.264 1.827 0.738
73 Cl -0.999 1.049 -3.404
74 Cl -6.199 -0.336 -3.131
75 C 0.647 -2.163 -2.576
76 Cr -0.204 0.188 -0.193
77 C -0.501 -4.296 3.504
78 C 2.945 0.297 -0.609
79 H 1.989 -0.788 3.901
80 H -0.589 -4.075 6.900
81 C -3.173 -0.669 -0.537
82 N 1.868 0.760 0.016
83 H 4.068 2.865 1.072
84 H -2.004 5.260 -0.522
85 N -0.656 2.300 -0.038
86 H -2.066 -5.665 7.883

Properties
Net charge: -1
Electronic energy, eV: -148348.393
Multiplicity: 6

2.
This record from the Open Molecules 2025 dataset describes C3H2N2O3 as an isolated structure. The level of theory is wB97M-V/def2-TZVPD.

Cartesian coordinates (Å):
1 C 0.003 -0.062 -0.104
2 O -1.977 -1.205 0.084
3 N 0.717 1.154 0.071
4 O 2.058 -0.636 -0.033
5 O -1.992 1.107 -0.032
6 C 1.911 0.673 -0.002
7 H 2.852 1.147 0.310
8 H -1.355 1.776 -0.111
9 C -1.398 -0.136 -0.014
10 N 0.810 -1.139 -0.019

Properties
Electronic energy, eV: -12264.233
Multiplicity: 1

3.
This record from the Open Molecules 2025 dataset describes a single C24H35N3O5 molecule. The level of theory is wB97M-V/def2-TZVPD.

Cartesian coordinates (Å):
1 O 0.885 0.790 1.315
2 H -7.783 0.162 -0.312
3 H 2.714 0.035 0.915
4 C -2.680 -2.706 1.110
5 C 1.021 -2.940 -1.152
6 H 2.464 1.750 -0.868
7 C -0.314 3.782 -0.185
8 H 2.548 3.434 -1.393
9 H -5.423 -1.680 -0.947
10 O -3.543 -1.707 0.599
11 C -7.318 -0.642 -0.875
12 H 2.729 -3.693 -2.243
13 O 0.077 4.889 -0.473
14 H 0.524 -3.245 -0.229
15 H -4.337 -3.878 1.823
16 H 3.886 -1.891 -0.963
17 H 1.880 -1.114 -1.903
18 C 3.095 -1.685 -0.235
19 C -3.414 1.788 -0.466
20 H -4.084 2.499 -0.921
21 C 4.537 0.292 0.000
22 H -1.071 -0.777 1.160
23 H 2.207 2.678 1.543
24 H 0.238 -2.778 -1.898
25 H 4.807 2.686 -1.167
26 C -1.755 -0.085 0.698
27 C -3.473 -4.002 1.177
28 O 5.373 -0.131 -0.775
29 C 1.890 3.185 0.631
30 C 1.733 -1.604 -0.938
31 H 4.502 3.738 0.218
32 H -2.327 -2.424 2.111
33 H 1.715 -5.147 0.239
34 H 3.913 -2.415 1.595
35 N -1.607 3.393 -0.422
36 C 2.524 -4.864 -0.440
37 H -7.902 -1.549 -0.750
38 H 4.478 -3.978 -0.291
39 H 2.965 -5.789 -0.821
40 H 1.082 -0.962 -0.340
41 C -3.046 -0.454 0.379
42 H -1.812 -2.824 0.447
43 C 3.166 -2.748 0.871
44 H 1.940 4.266 0.771
45 H 2.211 -2.821 1.393
46 C 1.931 -4.082 -1.610
47 H -3.818 -4.280 0.185
48 C -3.906 0.512 -0.211
49 H -2.203 4.086 -0.855
50 C 3.599 -4.115 0.343
51 C -2.109 2.141 -0.158
52 C -1.270 1.200 0.440
53 C 0.102 1.551 0.769
54 H 5.735 1.774 0.934
55 C 2.751 2.758 -0.560
56 O -5.192 0.344 -0.574
57 C 4.679 1.641 0.694
58 H 3.901 -4.740 1.188
59 C -5.899 -0.874 -0.380
60 N 3.412 -0.380 0.312
61 C 4.244 2.779 -0.237
62 H 4.106 1.652 1.621
63 H -2.845 -4.796 1.571
64 N 0.494 2.829 0.412
65 H -5.902 -1.143 0.680
66 H -7.307 -0.367 -1.926
67 H 1.343 -4.777 -2.214

Properties
Electronic energy, eV: -40166.497
Multiplicity: 1

4.
This record from the Open Molecules 2025 dataset describes C3H12F9O15S3Zn as an isolated structure. The level of theory is wB97M-V/def2-TZVPD.

Cartesian coordinates (Å):
1 O -5.084 -1.624 0.257
2 H -1.733 -1.714 2.792
3 F 0.909 0.000 -2.260
4 O 0.919 4.341 0.338
5 H 3.520 -0.604 -0.577
6 F -0.171 -1.697 -3.051
7 H 0.371 2.902 -3.847
8 O -1.188 0.150 0.081
9 O -1.727 0.960 -2.118
10 O -2.508 -1.286 -1.430
11 O 2.464 2.513 -0.088
12 F 0.636 -1.821 -1.074
13 F 1.742 -2.232 4.281
14 S 2.167 -1.170 1.931
15 H -5.164 -1.561 -0.699
16 O -4.060 0.730 -3.968
17 F 1.817 4.288 3.263
18 S -1.535 -0.223 -1.303
19 S 1.508 3.120 0.820
20 F 3.774 -1.615 4.064
21 O -2.232 -3.986 -2.782
22 O 0.799 -0.586 1.945
23 H -4.437 -0.154 -3.948
24 O -1.890 -0.789 2.565
25 H 3.333 -1.653 -1.669
26 F 2.201 -0.128 4.470
27 C 0.096 -0.992 -1.955
28 H -4.137 -1.704 0.408
29 O 4.003 -1.250 -1.114
30 C 2.526 3.634 2.345
31 O -0.216 3.058 -3.102
32 F 3.580 4.343 1.968
33 H -3.203 0.639 -3.522
34 H -1.497 -3.530 -3.201
35 C 2.514 -1.243 3.814
36 F 2.928 2.499 2.936
37 H -2.800 -3.278 -2.460
38 O 3.176 -0.286 1.409
39 H -0.580 2.186 -2.888
40 O 0.438 2.172 1.288
41 O 2.260 -2.512 1.433
42 Zn -0.684 0.753 1.946
43 H -2.836 -0.649 2.703

Properties
Net charge: -1
Electronic energy, eV: -139403.306
Multiplicity: 1

5.
This record from the Open Molecules 2025 dataset describes C19H18NOPtS as an isolated structure. The level of theory is wB97M-V/def2-TZVPD.

Cartesian coordinates (Å):
1 C 0.203 2.262 1.114
2 H 2.194 2.152 2.183
3 H -1.925 1.510 3.605
4 H 1.608 -1.718 4.120
5 H 0.770 -1.725 -1.906
6 S -0.090 -0.285 3.386
7 C 1.119 2.063 2.245
8 C 0.870 -1.787 3.318
9 C 0.932 -0.320 -5.771
10 H -0.452 1.649 -2.675
11 C 0.381 1.965 3.416
12 H 0.968 -2.034 -4.432
13 H -2.014 -0.372 -1.994
14 H 0.890 2.020 4.380
15 C -0.081 1.122 -3.565
16 H -2.041 2.254 1.090
17 C -0.009 -1.024 -2.258
18 C 0.126 -2.198 1.095
19 C -1.181 -0.760 -1.363
20 H 1.301 -0.887 -6.625
21 H -0.092 2.826 -4.882
22 C -0.835 -1.876 3.243
23 C 0.130 1.760 -4.781
24 H 0.194 -2.758 0.108
25 H -2.077 -2.270 1.438
26 C -0.175 -0.154 5.531
27 N -0.027 -0.018 6.687
28 C -1.080 -2.068 1.873
29 C 0.768 -0.965 -4.559
30 Pt 0.229 0.078 1.059
31 C 0.623 1.045 -5.886
32 C -1.154 2.040 1.664
33 H -1.444 -1.757 -0.898
34 H 0.772 1.547 -6.843
35 H 0.450 2.789 0.204
36 C -1.077 1.822 3.050
37 H -1.639 -1.919 4.009
38 C 0.233 -0.281 -3.424
39 O -0.927 0.338 -0.535
40 H 2.298 -2.117 1.620
41 C 1.260 -1.948 1.964

Properties
Net charge: -1
Electronic energy, eV: -37605.033
Multiplicity: 3

6.
This record from the Open Molecules 2025 dataset describes a 7-piece molecular cluster, C40H41F3O14 overall. The level of theory is wB97M-V/def2-TZVPD.

Cartesian coordinates (Å):
1 C -0.914 -5.312 4.553
2 H 0.953 2.857 -2.949
3 O 0.231 3.237 -2.385
4 O 1.028 -2.511 5.933
5 C -2.027 -1.145 5.571
6 O 5.870 1.346 1.435
7 H 5.598 -1.025 2.420
8 C -1.001 -1.010 -5.961
9 C 2.949 1.587 3.545
10 H 3.515 -1.730 3.834
11 H -5.547 -1.305 -3.539
12 H 1.720 1.279 -4.003
13 O 0.527 -0.314 -4.250
14 H -1.074 -6.484 2.094
15 O -3.128 0.946 -8.144
16 C -2.686 1.360 -3.324
17 H 0.007 -4.808 6.516
18 H -1.255 -6.214 5.020
19 F -0.479 0.221 6.843
20 C -3.307 -2.994 4.674
21 O 2.126 2.147 -4.139
22 C 4.879 0.983 2.261
23 C -1.431 1.705 -6.575
24 H -2.401 -1.415 -7.413
25 C -0.337 0.040 -5.287
26 H 3.968 3.041 2.383
27 F -1.255 -1.543 7.852
28 H -3.959 -2.503 3.979
29 C 5.218 1.086 -2.525
30 O -3.029 -2.057 5.769
31 H 7.072 1.574 -0.836
32 C -0.133 -4.541 5.438
33 H 1.523 0.193 0.784
34 O -2.259 3.704 -3.754
35 H 3.020 4.181 -2.964
36 C 4.872 3.427 -2.119
37 C -1.181 2.735 -0.565
38 H 1.170 -1.613 5.569
39 H -2.221 2.113 1.261
40 O -1.610 -5.699 2.287
41 H -4.577 -3.971 6.184
42 C 2.757 0.246 3.791
43 H 2.341 2.344 4.008
44 H -1.769 1.355 -2.772
45 C 1.036 1.665 -0.681
46 H -5.910 1.358 -5.452
47 O -1.590 -0.804 4.531
48 C -0.368 -3.748 2.809
49 H -2.369 -3.309 4.257
50 H -1.581 0.230 2.432
51 C -3.643 0.356 -3.259
52 C -1.921 -0.611 -6.912
53 H -3.058 -4.687 5.942
54 H 1.898 1.547 -1.314
55 H 0.668 -1.992 3.371
56 H -1.586 2.814 -6.705
57 C 4.027 1.031 -3.269
58 H -1.389 3.467 -3.302
59 O 6.771 2.388 -1.219
60 C 3.692 3.374 -2.818
61 C -4.821 0.474 -3.944
62 C 0.410 -3.319 4.981
63 H 3.608 0.119 -3.727
64 C 0.805 0.946 0.471
65 H 0.134 2.106 -5.238
66 O 1.775 -0.072 4.771
67 H -3.368 -0.476 -2.607
68 O -0.627 0.472 2.324
69 C -4.165 2.600 -4.822
70 C 0.318 -2.943 3.646
71 H -1.966 3.466 -0.881
72 C -5.067 1.528 -4.768
73 H 6.053 2.278 1.387
74 H 5.277 4.407 -1.843
75 H -3.287 1.921 -8.158
76 C -3.905 -4.272 5.354
77 C -0.458 1.102 1.090
78 C -3.054 2.539 -3.962
79 H -4.369 -4.888 4.551
80 H 0.569 -1.279 -4.153
81 C 4.755 -0.350 2.612
82 H 0.967 0.354 4.563
83 H -0.625 -3.433 1.821
84 C -1.362 1.985 0.612
85 C 4.018 1.992 2.748
86 C -0.460 1.352 -5.645
87 C 0.006 2.544 -1.217
88 H -0.777 -2.009 -5.558
89 O -5.793 -0.446 -3.947
90 C 3.656 -0.739 3.385
91 C 5.624 2.274 -1.955
92 F -2.601 0.078 7.443
93 C -2.120 0.731 -7.238
94 H -4.272 3.468 -5.470
95 C -1.572 -0.570 6.961
96 C 3.279 2.184 -3.356
97 H 5.885 0.221 -2.339
98 C -0.910 -4.940 3.196

Properties
Electronic energy, eV: -78960.589
Multiplicity: 1

7.
This record from the Open Molecules 2025 dataset describes C4H6NO as an isolated structure. The level of theory is wB97M-V/def2-TZVPD.

Cartesian coordinates (Å):
1 N -1.878 0.485 0.361
2 C -0.886 -0.155 1.246
3 C 1.810 -0.232 -0.436
4 C -0.787 -0.337 -0.280
5 H 2.754 0.427 -0.146
6 H -1.876 1.453 0.099
7 C 0.494 0.257 -0.014
8 H -0.989 -1.099 -1.042
9 H 2.204 -1.108 0.119
10 O 0.223 0.739 1.352
11 H 1.771 -0.598 -1.570
12 H -2.840 0.167 0.312

Properties
Net charge: +1
Electronic energy, eV: -7770.031
Multiplicity: 1

8.
This record from the Open Molecules 2025 dataset describes C2H7N2 as an isolated structure. The level of theory is wB97M-V/def2-TZVPD.

Cartesian coordinates (Å):
1 H -0.467 -0.345 -1.782
2 H -1.289 1.120 0.646
3 H 1.648 -0.464 0.217
4 H -1.315 0.629 2.508
5 H 0.412 -1.849 -0.054
6 N 0.352 0.219 -1.385
7 N -0.163 -0.375 1.158
8 H 0.209 1.108 -0.851
9 H 0.992 0.283 -2.145
10 C -1.033 0.451 1.470
11 C 0.655 -0.777 0.218

Properties
Net charge: +1
Electronic energy, eV: -5158.731
Multiplicity: 1